[1]
Below is C39H59BN12O3PS3Sc as an isolated structure, with properties calculated with the ωB97M-V functional and the def2-TZVPD basis.

Calculated values
HOMO energy: -6.5348 eV
Spin multiplicity: 1
Charge: 0
ΔE to the lowest compared entry with this formula, charge and spin: 1.682 eV
Total energy: -4726.18088 Eh

```
119
Properties=species:S:1:pos:R:3:forces:R:3:lowdin_charge:R:1
Sc -0.3983 -0.1313 -1.0134 0.182 -0.204 -0.327 1.057
C -2.4624 -2.9239 0.2251 -0.144 -0.693 -0.357 -0.011
C -2.8870 -2.1607 -0.9729 -1.110 -1.031 -0.179 -0.333
C -4.1987 -1.9261 -1.3803 -0.404 0.354 0.199 0.029
C -4.0888 -1.0587 -2.4346 -0.317 0.480 -0.946 -0.289
C -5.1551 -0.3433 -3.1804 -0.320 0.639 0.489 -0.004
N -2.8008 -0.8463 -2.7027 0.747 0.051 -0.053 0.057
N -2.0562 -1.5691 -1.8152 0.668 0.486 0.238 -0.031
B -2.1111 0.1628 -3.7107 -0.493 -1.827 -0.740 -0.472
N -0.7410 -0.4628 -4.1209 -0.359 0.604 1.948 0.031
N 0.2206 -0.7112 -3.1770 0.610 -0.345 -0.356 0.019
C 1.2273 -1.3608 -3.8206 -0.190 0.550 0.908 -0.313
C 2.4532 -1.8716 -3.1184 -0.931 -1.183 0.433 -0.035
C 0.9199 -1.5049 -5.1612 -2.230 1.328 0.713 0.042
C -0.3633 -0.9057 -5.2847 1.543 -0.953 -1.286 -0.282
C -1.1605 -0.7289 -6.5033 -0.507 0.423 -1.661 -0.030
N -1.8905 1.5266 -3.1172 0.977 0.016 1.026 0.059
N -0.8943 1.7491 -2.2143 0.778 -1.028 1.199 0.048
C -0.6743 3.0596 -2.1255 0.779 -0.137 0.201 -0.282
C 0.2670 3.7532 -1.1800 -0.991 0.988 0.065 -0.003
C -1.4669 3.6861 -3.0550 -1.637 0.279 -0.535 0.033
C -2.2710 2.6926 -3.5805 0.024 1.335 -0.708 -0.294
C -3.3862 2.8036 -4.5029 -1.198 -0.354 -1.039 -0.015
H -3.2674 -3.5769 0.5982 0.314 0.220 -0.289 0.101
H -1.5506 -3.5060 0.0442 -0.405 0.151 0.379 0.069
H -2.2751 -2.1891 0.9738 0.442 0.421 0.939 0.037
H -5.1554 -2.2049 -0.9719 0.199 -0.324 0.283 0.119
H -6.1305 -0.5163 -2.7247 0.013 -0.356 -0.227 0.087
H -4.9947 0.7214 -3.0316 0.089 0.286 -0.101 0.067
H -5.1778 -0.4980 -4.2534 0.017 -0.322 -0.084 0.086
H -2.8100 0.1641 -4.7108 0.293 0.334 0.640 0.113
H 2.7694 -1.2282 -2.2916 -0.021 -0.139 -0.297 0.017
H 2.1817 -2.9073 -2.6954 0.746 1.466 -0.666 0.092
H 3.2439 -1.9642 -3.8594 0.157 -0.097 0.160 0.082
H 1.4969 -1.8442 -5.9603 0.830 -0.667 -0.892 0.093
H -0.8396 -1.4181 -7.2901 0.282 0.219 0.101 0.085
H -2.2155 -0.9366 -6.4008 -0.281 -0.160 0.444 0.065
H -1.1416 0.3059 -6.9219 0.314 -0.625 0.378 0.106
H 0.9907 3.1294 -0.7340 0.829 -0.786 0.203 0.022
H 0.7962 4.5666 -1.6858 -0.170 -0.142 -0.093 0.090
H -0.3077 4.2171 -0.3418 0.254 -0.286 -0.678 0.095
H -1.6324 4.7127 -3.2992 0.298 0.463 0.216 0.115
H -3.3790 3.7272 -5.0640 0.023 0.274 -0.017 0.086
H -3.3701 1.9703 -5.2078 0.022 0.221 -0.132 0.068
H -4.3577 2.7033 -4.0028 0.186 0.237 0.100 0.089
O -1.9704 0.3083 0.0185 -0.339 0.505 0.724 -0.185
C -2.4478 1.4267 0.5783 1.489 -0.708 -0.458 -0.302
C -3.7957 1.6997 0.3942 -0.175 -0.759 -0.109 0.000
C -4.2902 2.8993 0.8338 -0.440 -0.239 -0.224 -0.080
C -3.5119 3.7768 1.5787 -0.236 0.489 -0.291 -0.102
C -2.1794 3.5161 1.7589 1.571 -0.607 0.437 -0.045
C -1.5765 2.3289 1.2344 -0.819 0.350 0.132 -0.074
C -0.1327 2.0047 1.2860 -1.425 2.112 1.752 -0.292
N 0.5117 1.1932 0.5099 -0.001 -0.979 -0.798 0.028
C 1.8112 1.2634 0.8811 2.181 -1.869 -1.830 -0.188
C 2.0109 2.1254 1.8683 -0.841 0.693 1.168 -0.061
N 0.7492 2.6350 2.1313 -0.728 -0.681 -0.862 0.149
H -4.3623 0.8695 -0.0876 0.235 1.089 0.214 0.133
H -5.2815 3.1669 0.5292 -0.567 0.151 0.295 0.100
H -3.9515 4.7031 1.9389 0.156 -0.145 -0.013 0.104
H -1.5784 4.2441 2.3357 -0.237 -0.464 -0.459 0.117
H 2.5350 0.6652 0.3095 -0.365 0.487 0.737 0.052
H 2.8231 2.2881 2.5359 0.464 0.194 0.023 0.112
H 0.4583 3.1532 2.9372 0.071 0.142 0.144 0.119
C 0.0681 -5.5931 -1.8775 0.217 0.443 1.388 0.005
C 0.6774 -4.3379 -1.2166 -1.238 -1.165 -0.832 -0.295
C 1.6989 -4.1696 -0.3192 0.721 -0.084 -0.318 0.022
C 1.7565 -2.7936 -0.0599 -1.477 0.094 0.518 -0.338
N 0.7246 -2.1492 -0.6757 0.748 -1.325 0.079 0.025
N 0.1172 -3.1429 -1.4040 0.333 0.587 0.117 -0.004
C 2.6555 -2.1314 0.8918 1.631 0.341 -0.611 -0.069
H -0.7877 -5.9489 -1.2424 0.740 0.220 -0.713 0.096
H 0.8141 -6.3854 -1.9605 -0.037 0.066 0.331 0.075
H -0.2541 -5.4165 -2.8908 -0.344 0.362 -0.243 0.067
H 2.3589 -4.9564 0.0339 -0.118 0.390 0.021 0.125
H -0.7554 -2.8850 -1.8612 0.243 -0.117 -0.311 0.109
H 3.3383 -2.8272 1.3837 -0.324 -0.191 -0.037 0.095
H 2.1512 -1.5887 1.6582 -0.540 0.382 0.532 -0.040
H 3.3322 -1.4394 0.3605 -0.236 0.003 0.008 0.068
C 5.0168 4.3321 -2.0284 -1.345 -0.148 -0.128 -0.064
N 5.4513 3.2059 -1.2430 -0.879 -0.236 -1.129 -0.188
C 6.3895 3.4337 -0.1978 0.807 0.268 0.338 -0.138
C 6.4371 2.0627 0.5005 0.429 0.578 0.109 -0.138
N 5.2457 1.4242 0.0110 -1.095 -0.403 -0.749 0.019
C 4.7405 2.0435 -1.1136 0.472 0.484 0.865 -0.779
S 3.4588 1.5179 -2.0506 0.480 0.089 0.015 0.685
H 5.8185 4.7724 -2.6122 0.184 -0.109 -0.082 0.086
H 4.5869 5.1173 -1.3731 0.229 -0.286 -0.193 0.098
H 4.1984 3.9650 -2.6837 0.624 0.364 0.230 0.053
H 6.0103 4.2157 0.4718 -0.023 -0.067 0.118 0.122
H 7.3471 3.8318 -0.6178 -0.522 -0.618 0.429 0.138
H 6.4576 2.1846 1.5765 -0.181 -0.124 0.222 0.116
H 7.2864 1.4722 0.2200 0.769 -0.163 -0.218 0.111
H 5.1191 0.4215 0.0947 -0.007 0.350 0.020 0.132
C 0.0403 -3.4352 7.6141 -1.070 0.409 1.350 -0.071
C -0.0025 -3.4912 6.1010 1.270 0.615 0.357 -0.487
C 0.2890 -4.8884 5.5243 0.165 1.853 0.160 -0.050
O 1.0784 -2.5934 5.7203 -0.095 0.599 -1.135 -0.360
P 0.9171 -1.4619 4.5345 -1.539 -1.315 1.217 -0.209
S 2.6093 -0.6215 4.2852 1.449 0.690 -0.336 0.234
S -0.0763 -2.2095 2.9825 -0.013 -0.131 -0.163 0.290
O -0.1090 -0.4598 5.3156 -0.097 1.019 -0.547 -0.353
C -0.7010 0.6346 4.4724 1.655 -1.292 1.189 -0.481
C -2.1491 0.3307 4.4669 -1.408 0.795 1.521 -0.058
C -0.1848 1.9841 4.9853 -0.095 -1.610 1.110 -0.045
H -0.6905 -4.1673 8.0266 0.327 0.497 -0.098 0.079
H -0.1993 -2.4104 8.0304 -0.022 -1.031 -0.725 0.094
H 1.0103 -3.6612 8.0734 0.020 -0.232 -0.600 0.079
H -0.9387 -3.0781 5.7008 0.074 -0.272 0.188 0.116
H 1.3696 -5.1056 5.6294 -0.752 -0.195 0.111 0.098
H 0.0162 -4.7656 4.4932 0.169 -0.464 -0.740 0.029
H -0.4018 -5.5535 6.0001 -0.033 -0.881 0.272 0.064
H -0.2868 0.4734 3.5054 0.105 -0.116 -1.100 0.049
H -2.5765 0.3394 5.5272 0.586 0.106 -1.279 0.113
H -2.3519 -0.6507 4.0543 0.185 -0.085 -0.187 0.054
H -2.6595 1.0958 3.8859 -0.366 0.051 -0.133 0.069
H -0.3230 1.9459 6.0625 0.166 0.204 0.279 0.087
H -0.8045 2.7794 4.6526 -0.465 0.937 -0.645 0.054
H 0.8884 2.1105 4.7869 -0.385 -0.059 -0.022 0.068
```
Positions in Å, forces in eV/Å.

---

[2]
Below is a 2-piece molecular cluster, C3H5NO overall, with properties calculated with the ωB97M-V functional and the def2-TZVPD basis.

Calculated values
HOMO energy: -8.9989 eV
Spin multiplicity: 1
Charge: 0
ΔE to the lowest compared entry with this formula, charge and spin: 2.081 eV
Total energy: -247.23076 Eh

```
10
Properties=species:S:1:pos:R:3:forces:R:3:lowdin_charge:R:1
O 1.3800 -1.2724 1.5583 -0.042 0.301 -0.384 0.100
C 1.5777 -0.7283 0.5820 1.517 -2.278 1.332 -0.023
C -0.0678 0.1194 -0.6855 -1.387 1.088 -0.913 -0.413
C -1.2612 -0.4235 -0.4546 -0.130 -0.105 -0.144 0.000
N 0.3499 1.2445 0.0515 1.285 -0.440 0.805 -0.007
H 1.3237 1.0177 0.3910 -1.217 1.390 -0.495 0.037
H 0.5148 -0.1106 -1.5743 -0.227 0.224 0.052 0.107
H -1.8109 -0.9151 -1.2412 0.154 -0.620 0.155 0.051
H -1.7518 -0.2723 0.5046 -0.133 0.219 -0.255 0.062
H -0.2544 1.3406 0.8683 0.181 0.221 -0.153 0.087
```
Positions in Å, forces in eV/Å.